{"formula": "C18H19AsAuF5N4S2", "method": "ωB97M-V with the def2-TZVPD basis set", "symbols": ["Au", "C", "C", "N", "N", "C", "S", "N", "N", "H", "H", "H", "H", "H", "H", "C", "As", "C", "C", "C", "C", "C", "C", "C", "C", "H", "H", "H", "H", "H", "H", "H", "H", "H", "H", "H", "H", "H", "F", "C", "C", "F", "C", "F", "C", "S", "C", "F", "C", "F"], "xyz": [[-8.799, -9.331, -11.211], [-11.073, -13.275, -8.215], [-11.572, -11.967, -8.706], [-12.803, -11.557, -8.741], [-12.764, -10.381, -9.444], [-11.539, -10.085, -9.907], [-11.128, -8.882, -11.035], [-10.726, -11.056, -9.355], [-9.459, -11.320, -9.771], [-11.946, -13.783, -7.740], [-10.278, -13.277, -7.500], [-10.614, -13.849, -8.967], [-13.629, -9.867, -9.644], [-9.416, -12.169, -10.386], [-8.796, -11.369, -9.037], [-9.913, -9.166, -14.603], [-8.705, -8.377, -13.388], [-9.223, -6.429, -13.374], [-6.783, -8.401, -13.903], [-6.508, -7.595, -15.205], [-7.037, -8.033, -16.425], [-6.945, -7.327, -17.590], [-6.265, -6.141, -17.528], [-5.659, -5.699, -16.335], [-5.865, -6.332, -15.167], [-9.510, -10.095, -15.057], [-10.255, -8.433, -15.278], [-10.735, -9.508, -13.989], [-8.908, -5.996, -14.296], [-8.664, -5.898, -12.665], [-10.304, -6.341, -13.414], [-6.534, -9.464, -14.030], [-6.241, -7.967, -13.103], [-7.620, -8.957, -16.418], [-7.414, -7.650, -18.453], [-5.978, -5.562, -18.395], [-5.089, -4.774, -16.392], [-5.301, -6.077, -14.256], [-3.748, -12.863, -7.137], [-4.414, -11.957, -7.770], [-4.470, -10.636, -7.256], [-3.683, -10.334, -6.231], [-5.285, -9.726, -7.890], [-5.279, -8.488, -7.430], [-6.052, -10.065, -9.026], [-6.839, -8.779, -9.809], [-6.015, -11.391, -9.453], [-6.864, -11.800, -10.429], [-5.194, -12.292, -8.915], [-5.187, -13.575, -9.252]], "nbo_charge": [0.6884, -0.6879, 0.3776, -0.1930, -0.3398, 0.2435, -0.1229, -0.2328, -0.6604, 0.2905, 0.2529, 0.2418, 0.4612, 0.4121, 0.3995, -0.9688, 1.0615, -0.8927, -0.6781, -0.0636, -0.2180, -0.1872, -0.1694, -0.1902, -0.2160, 0.2722, 0.2662, 0.2603, 0.2625, 0.2506, 0.2545, 0.2515, 0.2436, 0.1985, 0.2304, 0.2341, 0.2356, 0.2193, -0.2135, 0.4254, 0.2725, -0.2422, 0.3971, -0.2490, -0.3659, 0.1185, 0.3752, -0.3133, 0.2605, -0.2524], "s_squared": 2.030, "multiplicity": 3, "total_charge": 2, "e_homo_ev": [-13.637, -13.774], "de_lowest_kj_mol": 64.9}